Entry 1:
{
  "formula": "C12H17N2",
  "method": "wB97M-V/def2-TZVPD",
  "relative_energy_kj_mol": 321.6,
  "max_force_ev_per_a": 6.09,
  "homo_lumo_gap_ev": 7.99,
  "total_charge": 1,
  "symbols": ["C", "C", "C", "C", "C", "C", "C", "C", "C", "C", "C", "C", "N", "N", "H", "H", "H", "H", "H", "H", "H", "H", "H", "H", "H", "H", "H", "H", "H", "H", "H"],
  "coordinates": [[-3.74789, 0.22460, 0.23791], [-3.26975, 0.94979, -0.88520], [-2.85197, -0.22025, 1.21246], [-1.97554, 1.36437, -0.79382], [-1.48984, -0.03353, 1.03225], [-0.97012, 0.82873, 0.08795], [2.00970, 2.82911, -0.31507], [0.59473, 2.33764, -0.12905], [3.27769, 2.32081, -0.38113], [1.01650, -2.10087, -0.09155], [2.05035, -1.04984, 0.03739], [0.62698, -3.07252, 0.97412], [0.32495, 1.06376, -0.03633], [0.50932, -2.29988, -1.25994], [-4.77181, 0.02438, 0.35184], [-3.95448, 1.41238, -1.54654], [-3.22391, -0.98323, 1.87328], [-1.55851, 2.05237, -1.53494], [-0.86209, -0.50937, 1.77696], [1.91919, 3.96909, -0.54404], [-0.30244, 2.98660, 0.04174], [3.68223, 1.46453, -0.07870], [4.06707, 3.01928, -0.76500], [2.76443, -0.81479, -0.80573], [2.44675, -1.19389, 1.02323], [1.42434, -0.03820, 0.24796], [1.43558, -3.84161, 0.95919], [-0.35546, -3.56889, 0.92377], [0.64940, -2.44556, 1.93387], [-0.43961, -2.75623, -1.44052], [0.97420, -1.91880, -2.10635]],
  "mulliken_charge": [-0.14, -0.98, -0.98, -0.01, 0.15, -0.21, -0.35, -0.04, -0.79, 0.58, -0.78, -1.18, -0.10, -0.26, 0.42, 0.39, 0.35, 0.41, 0.42, 0.21, 0.55, 0.41, 0.22, 0.45, 0.38, 0.27, 0.33, 0.43, 0.29, 0.30, 0.27]
}

---

Entry 2:
{
  "formula": "C12H17N2",
  "method": "wB97M-V/def2-TZVPD",
  "relative_energy_kj_mol": 48.4,
  "max_force_ev_per_a": 1.07,
  "homo_lumo_gap_ev": 8.02,
  "total_charge": 1,
  "symbols": ["C", "C", "C", "C", "C", "C", "C", "C", "C", "C", "C", "C", "N", "N", "H", "H", "H", "H", "H", "H", "H", "H", "H", "H", "H", "H", "H", "H", "H", "H", "H"],
  "coordinates": [[3.80021, -1.15506, -0.03369], [3.35027, -0.51858, -1.18003], [2.89692, -1.82372, 0.78005], [2.00951, -0.53754, -1.50975], [1.55062, -1.83309, 0.47048], [1.09030, -1.18625, -0.67977], [-2.24723, -0.87839, -2.17944], [-0.83783, -1.18805, -2.01671], [-3.11049, -0.79165, -1.17057], [-0.41055, 1.30269, 1.18362], [-1.03974, 2.01384, 0.06588], [-1.25396, 0.62413, 2.17701], [-0.27007, -1.06995, -0.88694], [0.87724, 1.23478, 1.28003], [4.84839, -1.13349, 0.21907], [4.04853, -0.01182, -1.82656], [3.24539, -2.34125, 1.66116], [1.64752, -0.03848, -2.39770], [0.84919, -2.37578, 1.08604], [-2.57316, -0.72514, -3.19844], [-0.30804, -1.51247, -2.91785], [-2.80238, -1.00940, -0.16057], [-4.14877, -0.55510, -1.32459], [-1.63336, 1.30740, -0.52045], [-0.31276, 2.49184, -0.58499], [-1.73999, 2.76198, 0.43789], [-0.70937, 0.35500, 3.07724], [-1.62958, -0.29362, 1.71846], [-2.12562, 1.22132, 2.43694], [1.31950, 0.70177, 2.02161], [1.49424, 1.64653, 0.58794]],
  "mulliken_charge": [-0.49, -0.66, -0.61, -0.21, -0.30, 0.07, -0.34, -0.01, -0.77, 1.13, -1.04, -1.34, -0.13, -0.20, 0.43, 0.41, 0.41, 0.46, 0.47, 0.35, 0.47, 0.26, 0.27, 0.10, 0.36, 0.41, 0.40, 0.23, 0.39, 0.24, 0.26]
}

---

Entry 3:
{
  "formula": "C12H17N3O2PdS",
  "method": "wB97M-V/def2-TZVPD",
  "relative_energy_kj_mol": 91.1,
  "max_force_ev_per_a": 1.21,
  "homo_lumo_gap_ev": 7.05,
  "symbols": ["Pd", "N", "C", "S", "N", "N", "C", "C", "C", "C", "C", "C", "C", "O", "H", "H", "H", "H", "H", "H", "H", "C", "C", "O", "C", "C", "H", "H", "H", "H", "H", "H", "H", "H", "H", "H"],
  "coordinates": [[1.09980, -0.83242, -0.57167], [4.46467, -1.41955, 2.09894], [3.27634, -1.32630, 1.43738], [3.36659, -0.96235, -0.26939], [2.19492, -1.47251, 2.11753], [1.04011, -1.37101, 1.34850], [-0.04975, -1.30257, 2.01907], [-1.39794, -1.25075, 1.51330], [-2.43832, -1.19627, 2.45822], [-3.75761, -1.15969, 2.07870], [-4.05512, -1.17877, 0.70901], [-3.05371, -1.22400, -0.23244], [-1.69638, -1.25918, 0.14189], [-0.78519, -1.32949, -0.79715], [5.31732, -1.45247, 1.57480], [4.45470, -1.77602, 3.03765], [0.07907, -1.31143, 3.09832], [-2.17592, -1.18933, 3.51093], [-4.54564, -1.11618, 2.81705], [-5.08870, -1.16033, 0.38424], [-3.27247, -1.23062, -1.29268], [2.01732, 0.94824, -3.01376], [1.90965, 1.89923, -1.83104], [0.75253, 1.64342, -1.03998], [-0.46516, 2.03265, -1.68164], [-1.52811, 2.21536, -0.62604], [3.05285, 0.85433, -3.34156], [1.40764, 1.26034, -3.86190], [1.68386, -0.06425, -2.73775], [1.88179, 2.93645, -2.17954], [2.75680, 1.77700, -1.16109], [-0.76242, 1.27179, -2.40986], [-0.28983, 2.97169, -2.21795], [-1.58711, 1.33514, 0.01140], [-2.50386, 2.36096, -1.09171], [-1.30273, 3.07885, 0.00023]],
  "mulliken_charge": [0.52, -0.42, 0.69, -0.39, -1.08, 0.31, -0.16, 0.40, -0.67, -0.64, -0.51, -0.21, 0.56, -0.91, 0.19, 0.23, 0.39, 0.33, 0.41, 0.38, 0.44, -1.03, -0.40, -0.30, -0.29, -1.10, 0.33, 0.35, 0.28, 0.41, 0.33, 0.26, 0.50, 0.10, 0.35, 0.34]
}

---

Entry 4:
{
  "formula": "C12H17NO",
  "method": "wB97M-V/def2-TZVPD",
  "relative_energy_kj_mol": 156.7,
  "max_force_ev_per_a": 1.56,
  "homo_lumo_gap_ev": 8.80,
  "smiles": "CCc1c[nH]c2ccccc12.CCO",
  "symbols": ["C", "C", "C", "C", "N", "C", "C", "C", "C", "C", "C", "H", "H", "H", "H", "H", "H", "H", "H", "H", "H", "H", "C", "C", "O", "H", "H", "H", "H", "H", "H"],
  "coordinates": [[-0.11324, -2.24176, 1.54671], [1.21900, -1.49481, 1.70166], [1.15981, -0.00489, 1.67639], [1.13914, 0.84480, 2.72704], [0.97203, 2.15592, 2.29658], [0.91609, 2.14872, 0.91936], [0.74746, 3.19845, 0.03589], [0.65684, 2.84977, -1.31549], [0.76300, 1.53908, -1.77240], [0.87380, 0.49451, -0.85480], [0.91408, 0.79274, 0.49438], [-0.91288, -1.58639, 1.89179], [-0.02747, -3.20157, 2.04147], [-0.29161, -2.48462, 0.49747], [1.61468, -1.74445, 2.68388], [1.97973, -1.92056, 1.03962], [1.15251, 0.64309, 3.78569], [0.52141, 2.84904, 2.86696], [0.68969, 4.25524, 0.22770], [0.70754, 3.65785, -2.02331], [0.67952, 1.34625, -2.82540], [0.81276, -0.51674, -1.23740], [-3.46061, -2.54608, -1.38968], [-2.17071, -2.12362, -2.07368], [-1.86234, -3.00578, -3.18627], [-3.57747, -3.61799, -1.54237], [-4.27945, -1.91159, -1.72211], [-3.40419, -2.36350, -0.30858], [-2.27799, -1.17292, -2.55114], [-1.29875, -1.98415, -1.44050], [-0.92291, -3.19875, -3.13862]],
  "mulliken_charge": [-0.85, -0.82, 0.29, -0.72, -0.08, -0.33, -0.86, -0.31, -0.90, -0.20, 1.03, 0.36, 0.41, 0.01, 0.36, 0.43, 0.41, 0.25, 0.39, 0.35, 0.39, 0.39, -1.03, 0.63, -0.56, 0.32, 0.28, 0.28, 0.23, -0.42, 0.30]
}